Record 1
Molecular formula: C30H53F9N2O6S3
Method: DFT, ωB97M-V with the def2-TZVPD basis set

XYZ file:
```
103
Properties=species:S:1:pos:R:3:mulliken_charge:R:1
S -2.67 -4.44 -2.08 1.3068
S -0.86 4.92 -3.20 1.0483
S -0.48 2.31 5.65 1.3747
F -1.96 0.11 5.54 -0.2430
F 0.90 3.06 5.76 -0.3100
F 0.32 0.97 5.34 -0.2964
F -4.31 1.41 4.65 -0.3556
F -0.40 2.00 7.19 -0.3199
F -0.47 2.64 4.08 -0.2903
F -1.21 3.68 5.94 -0.3061
F -2.83 1.77 6.65 -0.2769
F -3.10 3.11 4.11 -0.2959
O -2.18 5.38 -3.51 -0.7282
O -1.66 -5.44 -1.85 -0.7227
O -0.45 4.81 -1.81 -0.5672
O 0.58 -5.95 2.31 -0.6668
O 1.72 -0.24 -3.04 -0.6324
O -2.91 -3.42 -1.10 -0.7064
N 0.03 -3.75 2.10 0.2378
N 0.14 0.81 -1.76 -0.2477
C -0.65 -2.86 1.15 -1.6162
C -0.52 3.37 -4.04 0.6207
C 0.20 -1.69 0.66 1.3679
C 4.95 0.96 2.83 -1.3144
C -2.63 1.01 3.04 -0.0575
C 1.44 1.19 0.26 0.2972
C 0.56 3.68 -5.08 -0.8079
C -2.88 1.74 1.72 -1.7045
C -1.03 2.20 0.00 -1.9551
C -1.98 1.16 0.60 0.6787
C -2.39 -3.68 -3.68 -0.7599
C 1.16 0.58 1.64 0.0842
C 4.56 0.46 0.36 -0.9607
C 1.10 -4.94 0.23 -0.8687
C -4.53 -4.82 -3.95 -0.5694
C 0.53 -4.96 1.62 0.9079
C 1.42 0.26 -2.00 -0.7667
C 3.74 0.86 -0.89 0.3516
C -0.53 -3.79 3.45 -1.1562
C -3.19 -4.54 -4.65 -0.6310
C -2.17 1.44 5.53 0.4686
C 0.37 5.89 -4.06 -0.7467
C -3.05 1.78 4.28 0.9565
C 0.92 -0.94 1.79 -0.4253
C 4.42 0.37 -2.18 -1.5122
C 1.39 4.86 -4.55 -0.5304
C 2.28 0.36 -0.73 -0.4046
C -4.22 -5.25 -2.52 -0.7832
C 0.28 1.72 -0.62 -0.1101
C 4.69 1.55 1.44 -0.1757
H 4.12 -0.43 0.83 0.3094
H 5.66 0.13 2.76 0.3340
H -1.43 0.33 1.02 -0.5946
H -3.19 0.08 3.07 0.5030
H -1.01 -3.39 0.27 -0.0272
H -2.69 2.81 1.83 0.5938
H -0.56 0.08 -1.65 0.4078
H 3.71 1.95 -0.91 0.5588
H 5.37 1.70 3.51 0.3628
H 1.52 -5.92 0.03 0.3495
H 2.01 2.10 0.49 1.1010
H -1.56 2.77 -0.76 0.2336
H -0.44 -4.79 3.85 0.4394
H -2.77 -2.67 -3.63 0.3778
H 2.04 5.27 -5.31 0.3681
H -3.32 -4.04 -5.60 0.3525
H -2.63 0.77 -0.19 0.7931
H -5.13 -3.91 -3.95 0.2959
H 2.33 -0.68 -0.41 0.4688
H 0.33 -1.08 2.71 0.2507
H -0.13 6.38 -4.89 0.3524
H 1.87 -1.45 2.00 0.2292
H -0.44 -1.03 0.09 -0.4841
H -0.17 2.65 -3.30 -0.7508
H -1.31 -3.67 -3.87 0.4208
H 0.10 3.96 -6.03 0.3161
H -4.05 -6.32 -2.43 0.3839
H 1.18 2.80 -5.27 0.3889
H 1.89 -4.19 0.15 0.1876
H 4.04 0.56 3.27 0.2763
H -1.58 0.75 3.13 -0.2202
H -0.75 2.93 0.76 0.5023
H 0.33 1.14 2.09 -0.9406
H -5.10 -5.59 -4.47 0.3262
H 4.29 1.08 -3.00 0.2681
H 5.52 2.21 1.18 0.4927
H 0.70 2.63 -1.06 0.6043
H 0.34 -4.74 -0.53 0.1964
H 2.01 4.53 -3.71 0.2465
H 0.77 6.63 -3.37 0.4336
H -0.01 -3.09 4.11 0.2702
H 3.80 2.17 1.45 0.0893
H -3.93 1.64 1.45 0.2549
H -1.59 -3.51 3.44 0.3241
H 0.94 -2.09 -0.04 0.3357
H 5.57 0.19 0.04 0.4527
H 2.02 0.81 2.27 0.2062
H -1.45 3.02 -4.47 0.4737
H 5.50 0.28 -2.02 0.4914
H -1.54 -2.46 1.64 0.5282
H -2.66 -5.48 -4.83 0.3097
H 4.04 -0.59 -2.52 0.3335
H -4.97 -4.94 -1.79 0.3432
```

Computed properties:
gap between HOMO and LUMO: 9.22 eV
E: -104196.86153 eV
energy above the lowest of the compared OMol25 structures with the same formula, charge and spin: 0.0 kJ/mol
HOMO energy: -8.941 eV
structure (SMILES): CCC[C@@H](C)[C@@H]1C(=O)N[C@@H](CCCCC(F)(F)C(F)(F)S(F)(F)(F)(F)F)[C@H]1CCCCN(C)C(C)=O.O=S1(=O)CCCC1.O=S1(=O)CCCC1

Record 2
Molecular formula: C37H35Br2N3O5P
Method: DFT, ωB97M-V with the def2-TZVPD basis set

XYZ file:
```
83
Properties=species:S:1:pos:R:3:mulliken_charge:R:1
Br -4.89 1.29 1.43 -0.0975
Br 0.42 5.32 0.84 -0.1625
P 1.27 1.14 0.22 0.1732
O 2.45 -4.53 2.79 -0.7186
O 0.45 1.07 -1.00 -0.4274
O -1.39 4.72 -3.25 -0.7022
O 0.59 4.38 -8.22 -0.6508
O 1.13 -9.43 4.52 -0.6433
N -1.37 2.11 1.74 0.3900
N 0.39 0.63 1.64 0.3478
N 0.54 2.54 3.10 -0.4798
C 0.05 -8.34 0.63 -0.4825
C -0.76 6.73 -7.53 -0.5621
C 0.16 4.47 -7.09 0.5349
C 1.46 -8.33 4.11 0.5082
C 1.03 -6.18 1.03 -0.5929
C 2.60 -6.13 4.51 0.2328
C 1.34 1.24 -5.55 -0.5602
C -2.08 3.32 2.17 -1.0184
C 2.63 -7.82 6.24 -0.6012
C 3.37 -5.29 5.32 -0.5609
C -1.10 4.41 0.05 0.3834
C -0.19 1.79 2.18 -0.0129
C 2.18 -5.65 3.17 0.6350
C 0.35 -7.05 0.20 -0.5036
C 1.10 2.24 -6.47 -0.6712
C 0.38 3.37 -6.10 0.4237
C -2.27 4.33 1.01 -0.7939
C -3.16 0.38 1.41 0.0832
C -0.12 3.48 -4.80 0.1577
C 3.76 -5.72 6.58 -0.4893
C 2.25 -7.40 4.97 0.2302
C -2.10 1.27 0.76 -1.3240
C -2.00 7.94 -5.87 -0.5385
C -1.84 6.89 -4.98 -0.5118
C 0.41 -8.75 1.90 -0.5933
C 0.81 -0.85 3.52 -0.7506
C -0.59 5.68 -6.65 0.2185
C -1.46 7.86 -7.14 -0.5127
C 3.39 -6.98 7.04 -0.4832
C 1.29 0.03 2.62 -0.1674
C -1.12 5.76 -5.36 0.1880
C -3.33 -0.87 0.56 -1.4692
C -0.92 4.66 -4.37 0.5016
C 0.12 2.47 -3.88 -0.5027
C 1.09 -7.88 2.74 0.2726
C 1.41 -6.59 2.30 0.2201
C 0.86 1.36 -4.25 -0.5702
H -2.42 -1.49 0.59 0.3605
H -0.75 3.43 -0.28 -0.6043
H 3.70 -7.30 8.02 0.4038
H -2.89 0.12 2.43 0.3552
H 2.41 0.32 0.23 0.1331
H -2.25 6.95 -3.98 0.4586
H -1.41 0.68 0.16 0.5249
H 1.05 0.59 -3.52 0.4684
H -1.58 3.80 3.00 0.7357
H -3.48 -0.56 -0.48 0.4185
H -1.39 4.94 -0.86 0.5431
H 1.72 2.43 0.54 0.1260
H -4.21 -1.43 0.85 0.4361
H -2.54 5.30 1.41 0.4964
H 3.65 -4.32 4.95 0.4818
H 1.90 0.36 -5.84 0.4035
H 0.46 3.53 2.87 0.2212
H -3.12 3.99 0.41 0.3395
H -0.26 2.57 -2.88 0.6065
H -2.56 8.82 -5.57 0.4094
H 0.13 2.44 4.03 0.3370
H 0.18 -9.75 2.25 0.4861
H 4.36 -5.07 7.20 0.4053
H 1.27 -5.18 0.70 0.4954
H -1.59 8.68 -7.84 0.4080
H 1.47 2.17 -7.49 0.4968
H 2.34 -8.80 6.59 0.4866
H 0.27 -1.76 3.27 0.2684
H 0.06 -6.73 -0.79 0.4083
H -2.61 1.94 0.06 0.6610
H 2.34 0.30 2.61 0.3820
H -3.06 3.01 2.53 0.3095
H 1.06 -0.70 4.57 0.3012
H -0.48 -9.02 -0.02 0.4045
H -0.33 6.66 -8.53 0.4856
```

Computed properties:
gap between HOMO and LUMO: 7.51 eV
E: -203011.96695 eV
HOMO energy: -11.406 eV
charge: +1

Which of these has the highest E? C30H53F9N2O6S3